No. 1
ORCA calculation (ωB97M-V/def2-TZVPD) on a cluster of 2 separate species, CH2N2O3S in total at a distorted geometry.

## Properties
E_HOMO ... -0.41036 Eh
Total charge ... 0
Frontier orbital gap ... 10.35 eV
SMILES string ... N#S(=O)O.N=C=O

CARTESIAN COORDINATES (ANGSTROEM)
N -0.50 1.26 0.15
S -1.54 0.30 -0.08
O -2.87 0.36 -0.62
O -1.30 -1.28 0.35
H -0.34 -1.54 0.63
N 2.21 0.78 0.10
C 1.59 -0.23 -0.22
O 1.12 -1.26 -0.50
H 1.63 1.61 0.20

No. 2
ORCA calculation (ωB97M-V/def2-TZVPD) on a structure of composition CH2N2O3S at a distorted geometry.

## Properties
E_HOMO ... -0.34079 Eh
Total charge ... 0
Frontier orbital gap ... 9.70 eV

CARTESIAN COORDINATES (ANGSTROEM)
C -0.09 0.52 1.14
N -0.19 -0.73 -0.99
N 0.72 -0.19 -0.39
O -0.14 -2.14 1.33
O -0.81 -0.91 3.31
O -1.42 -0.04 1.07
S -0.45 -0.94 1.97
H 0.17 1.49 1.04
H 0.02 -1.19 -1.87

No. 3
ORCA calculation (ωB97M-V/def2-TZVPD) on a cluster of 2 separate species, CH2N2O3S2 in total at a distorted geometry.

## Properties
E_HOMO ... -0.36250 Eh
Total charge ... 0
Frontier orbital gap ... 8.60 eV

CARTESIAN COORDINATES (ANGSTROEM)
C 1.90 1.94 0.06
N 1.42 0.83 0.01
N 0.37 -0.03 0.20
O 2.66 2.82 -0.05
O 4.07 -0.32 0.49
O 2.31 -1.76 -0.05
S -0.83 -0.02 -1.02
S 3.18 -0.71 -0.58
H 0.86 -0.86 0.10
H -1.88 0.71 -0.42

No. 4
ORCA calculation (ωB97M-V/def2-TZVPD) on a structure of composition CH2N2O3S2 at a distorted geometry.

## Properties
E_HOMO ... -0.37838 Eh
Total charge ... 0
Frontier orbital gap ... 10.14 eV

CARTESIAN COORDINATES (ANGSTROEM)
C -0.73 -0.16 -0.77
N -1.24 0.80 0.03
N 0.55 -0.34 -0.23
O -1.18 -0.73 -1.74
O 0.12 0.32 2.30
O 1.07 2.02 0.75
S 1.30 -1.95 0.19
S 0.32 0.82 0.98
H -1.87 1.63 -0.39
H 1.66 -2.41 -1.11

No. 5
ORCA calculation (ωB97M-V/def2-TZVPD) on a cluster of 2 separate species, CH2N2O3S2 in total at a distorted geometry.

## Properties
E_HOMO (spin up / spin down) ... -0.35479 / -0.35515 Eh
Total charge ... 0
Frontier orbital gap (spin up / spin down) ... 4.63 / 4.72 eV

CARTESIAN COORDINATES (ANGSTROEM)
C -0.42 0.31 -0.31
N 0.58 -0.23 0.46
N -0.86 1.36 0.44
O -0.85 -0.09 -1.41
O 1.36 2.00 1.63
O -0.24 0.59 2.83
S -0.44 -1.72 -3.09
S 0.27 1.08 1.61
H 1.41 -0.65 0.07
H -0.81 -2.66 -2.21

No. 6
ORCA calculation (ωB97M-V/def2-TZVPD) on an isolated molecule of CH2N2OS at a distorted geometry.

## Properties
E_HOMO ... -0.40211 Eh
Total charge ... 0
Frontier orbital gap ... 10.41 eV
SMILES string ... N#C[S@H](=N)=O

CARTESIAN COORDINATES (ANGSTROEM)
N 2.42 0.95 0.29
C 1.38 0.25 -0.06
S -0.26 -0.41 -0.13
N -1.01 0.91 -0.01
O -0.38 -1.42 0.88
H -0.32 -1.18 -1.45
H -1.83 0.90 0.49

No. 7
ORCA calculation (ωB97M-V/def2-TZVPD) on a cluster of 2 separate species, CH2N2P2 in total at a distorted geometry.

## Properties
E_HOMO ... -0.26338 Eh
Total charge ... 0
Frontier orbital gap ... 6.67 eV

CARTESIAN COORDINATES (ANGSTROEM)
C 0.65 1.51 -0.53
N -0.29 1.71 0.13
N -1.01 -1.14 0.13
P -2.23 -0.27 0.41
P 0.21 -2.12 0.11
H 1.11 -1.03 0.76
H 1.56 1.35 -1.01

No. 8
ORCA calculation (ωB97M-V/def2-TZVPD) on a cluster of 2 separate species, CH2N2S in total at a distorted geometry.

## Properties
E_HOMO (spin up / spin down) ... -0.31345 / -0.40540 Eh
Total charge ... 0
Frontier orbital gap (spin up / spin down) ... 8.78 / 7.45 eV
Multiplicity ... 3
⟨S²⟩ ... 2.01

CARTESIAN COORDINATES (ANGSTROEM)
C -2.27 0.13 0.27
N -0.42 0.56 0.95
N -3.24 0.36 -0.25
S 0.40 1.29 -0.21
H -0.01 -0.27 1.36
H 1.03 0.33 -0.97

No. 9
ORCA calculation (ωB97M-V/def2-TZVPD) on a cluster of 2 separate species, CH2N2S2 in total at a distorted geometry.

## Properties
E_HOMO (spin up / spin down) ... -0.36248 / -0.36254 Eh
Total charge ... 0
Frontier orbital gap (spin up / spin down) ... 7.92 / 7.92 eV

CARTESIAN COORDINATES (ANGSTROEM)
C 1.49 -0.47 -0.16
N 2.61 -0.32 0.10
N -0.52 0.04 -0.16
S -1.37 -1.22 0.64
S -0.46 1.52 0.66
H -1.19 -1.70 -0.60
H -0.57 2.16 -0.49

No. 10
ORCA calculation (ωB97M-V/def2-TZVPD) on an isolated molecule of CH2N2S2.

## Properties
E_HOMO (spin up / spin down) ... -0.27673 / -0.27674 Eh
Total charge ... 0
Frontier orbital gap (spin up / spin down) ... 6.92 / 6.92 eV

CARTESIAN COORDINATES (ANGSTROEM)
C 0.16 -0.37 0.37
N -0.79 -1.03 -0.05
N 1.35 0.03 0.05
S -2.03 1.39 -0.04
S -2.32 -0.53 -0.15
H 1.66 0.08 -0.92
H 1.96 0.42 0.75

No. 11
ORCA calculation (ωB97M-V/def2-TZVPD) on a structure of composition CH2N2S2 at a distorted geometry.

## Properties
E_HOMO (spin up / spin down) ... -0.34306 / -0.34188 Eh
Total charge ... 0
Frontier orbital gap (spin up / spin down) ... 6.77 / 6.84 eV

CARTESIAN COORDINATES (ANGSTROEM)
C 1.24 0.92 -0.06
N 0.36 1.68 -0.07
N -1.24 -0.56 -0.13
S 2.26 -0.35 -0.04
S -0.15 -1.77 -0.05
H -0.76 0.30 -0.43
H -1.70 -0.22 0.78

No. 12
ORCA calculation (ωB97M-V/def2-TZVPD) on a cluster of 2 separate species, CH2N3 in total at a distorted geometry.

## Properties
E_HOMO ... -0.68731 Eh
Total charge ... +1
Frontier orbital gap ... 11.99 eV

CARTESIAN COORDINATES (ANGSTROEM)
C -0.27 1.22 0.05
N 0.16 -1.78 -0.79
N 0.05 -2.64 -1.44
N 0.16 1.05 1.10
H -0.66 0.86 -0.92
H 0.55 1.28 2.00

No. 13
ORCA calculation (ωB97M-V/def2-TZVPD) on a structure of composition CH2N3O2 at a distorted geometry.

## Properties
E_HOMO ... -0.15155 Eh
Total charge ... -1
Frontier orbital gap ... 8.55 eV

CARTESIAN COORDINATES (ANGSTROEM)
C -0.22 -0.88 1.44
N 0.06 1.08 -1.77
N -0.17 0.79 -0.57
N 0.56 -0.06 -0.02
O 0.43 -0.54 2.41
O -1.14 -1.54 1.06
H -0.73 1.68 -1.91
H 1.22 -0.52 -0.63

No. 14
ORCA calculation (ωB97M-V/def2-TZVPD) on a structure of composition CH2N3O3S at a distorted geometry.

## Properties
E_HOMO ... -0.19290 Eh
Total charge ... -1
Frontier orbital gap ... 8.78 eV

CARTESIAN COORDINATES (ANGSTROEM)
C -0.31 0.31 -0.28
N 1.00 0.12 -0.28
N 1.55 -0.85 -0.78
N -1.05 0.97 -1.03
O -2.48 0.55 0.99
O -2.29 2.79 0.19
O -3.59 1.25 -1.10
S -2.45 1.45 -0.15
H -0.80 0.25 0.72
H 0.86 -1.64 -1.23

No. 15
ORCA calculation (ωB97M-V/def2-TZVPD) on an isolated molecule of CH2N4 at a distorted geometry.

## Properties
E_HOMO ... -0.40466 Eh
Total charge ... 0
Frontier orbital gap ... 10.74 eV
SMILES string ... C1n2nnn21

CARTESIAN COORDINATES (ANGSTROEM)
C 0.60 0.39 0.28
N -0.11 -0.84 0.51
N -0.50 -1.22 -0.80
N -1.24 -0.08 -0.95
N -0.87 0.38 0.38
H 0.98 0.83 1.18
H 1.15 0.54 -0.60

No. 16
ORCA calculation (ωB97M-V/def2-TZVPD) on a cluster of 2 separate species, CH2N4 in total at a distorted geometry.

## Properties
E_HOMO ... -0.37211 Eh
Total charge ... 0
Frontier orbital gap ... 11.09 eV
SMILES string ... N=C=N.N#N

CARTESIAN COORDINATES (ANGSTROEM)
N 0.76 -0.97 -0.56
C -0.31 -1.04 -0.03
N -1.41 -0.71 0.26
H 1.50 -1.64 -0.81
H -1.63 -0.28 1.18
N 0.08 2.54 0.19
N 1.02 2.10 -0.23

No. 17
ORCA calculation (ωB97M-V/def2-TZVPD) on an isolated molecule of CH2N4O at a distorted geometry.

## Properties
E_HOMO ... -0.35956 Eh
Total charge ... 0
Frontier orbital gap ... 8.86 eV
SMILES string ... [H]/N=c1/nn[nH]o1

CARTESIAN COORDINATES (ANGSTROEM)
H -2.53 -0.80 -0.04
N -2.04 -0.02 0.10
C -0.81 0.09 -0.11
N -0.04 1.15 -0.02
N 1.25 0.84 0.05
N 1.42 -0.55 -0.09
O 0.17 -1.07 -0.03
H 1.89 -1.05 0.66

No. 18
ORCA calculation (ωB97M-V/def2-TZVPD) on an isolated molecule of CH2N4O at a distorted geometry.

## Properties
E_HOMO ... -0.40035 Eh
Total charge ... 0
Frontier orbital gap ... 11.34 eV
SMILES string ... On1cnnn1

CARTESIAN COORDINATES (ANGSTROEM)
O 1.91 0.10 -0.01
N 0.57 -0.02 -0.02
C -0.19 1.05 0.01
N -1.44 0.64 0.02
N -1.36 -0.72 0.02
N -0.13 -1.08 -0.05
H 2.18 -0.87 0.27
H 0.18 2.04 -0.11

No. 19
ORCA calculation (ωB97M-V/def2-TZVPD) on an isolated molecule of CH2N4O.

## Properties
E_HOMO (spin up / spin down) ... -0.32119 / -0.32120 Eh
Total charge ... 0
Frontier orbital gap (spin up / spin down) ... 8.20 / 8.20 eV

CARTESIAN COORDINATES (ANGSTROEM)
O -0.78 -1.73 -0.47
C -0.27 -0.51 -0.20
N -0.28 0.14 0.95
N 0.25 1.25 1.14
N 0.90 1.24 -1.05
N 0.41 0.17 -1.15
H -1.32 -2.00 0.29
H 1.10 1.43 0.50

No. 20
ORCA calculation (ωB97M-V/def2-TZVPD) on an isolated molecule of CH2N4O at a distorted geometry.

## Properties
E_HOMO ... -0.36250 Eh
Total charge ... 0
Frontier orbital gap ... 10.36 eV
SMILES string ... [H]/N=c1\[nH]nno1

CARTESIAN COORDINATES (ANGSTROEM)
H 2.04 0.40 0.40
N 1.70 -0.46 -0.14
C 0.50 -0.38 -0.03
N -0.35 0.75 0.23
N -1.58 0.33 -0.14
N -1.61 -0.87 -0.02
O -0.47 -1.46 0.09
H -0.23 1.67 -0.39